DFT (wB97M-V/def2-TZVPD) results for an isolated molecule of CH2O3.

Geometry as XYZ:
```
6
Properties=species:S:1:pos:R:3
C -0.166 -0.007 0.008
H 0.171 -1.774 0.523
H 0.102 1.792 -0.536
O 0.657 -1.026 0.249
O 0.601 0.990 -0.391
O -1.365 0.025 0.148
```

Charge   0
Kohn-Sham gap   11.75 eV
ΔE to the lowest compared entry with this formula, charge and spin   0.054 eV
Lowest unoccupied orbital energy   0.545 eV